{
  "formula": "C13H10InN2O4",
  "method": "wB97M-V/def2-TZVPD",
  "symbols": ["In", "O", "C", "C", "O", "C", "O", "C", "O", "C", "H", "H", "C", "H", "H", "N", "C", "N", "C", "C", "C", "C", "C", "C", "H", "H", "H", "H", "H", "H"],
  "coordinates": [[1.90, 0.27, -2.26], [-1.08, -2.49, -2.01], [-0.31, -1.67, -1.83], [1.86, 2.30, -0.24], [2.10, 3.24, 0.41], [-0.70, 1.61, -2.31], [-1.64, 2.16, -2.66], [2.36, -0.96, 0.37], [2.87, -1.44, 1.26], [3.05, -0.34, -4.20], [3.52, -1.31, -4.04], [2.33, -0.36, -5.04], [3.68, 0.86, -3.82], [3.45, 1.82, -4.30], [4.65, 0.86, -3.30], [-1.67, 1.68, 2.25], [-0.79, 1.72, 1.21], [-0.45, 0.50, 0.80], [-1.16, -0.40, 1.57], [-1.29, -1.79, 1.56], [-2.22, -2.36, 2.43], [-3.00, -1.61, 3.33], [-2.85, -0.23, 3.40], [-1.94, 0.34, 2.50], [-2.08, 2.48, 2.75], [-0.47, 2.68, 0.82], [-0.64, -2.34, 0.87], [-2.34, -3.43, 2.40], [-3.69, -2.14, 3.97], [-3.45, 0.36, 4.11]],
  "mulliken_charge": [1.07, -0.10, 0.20, 0.22, -0.12, 0.16, -0.08, 0.16, -0.08, -0.44, 0.40, 0.40, -0.53, 0.37, 0.38, 0.02, -0.31, -0.12, 0.75, -0.47, -0.64, -0.37, -0.91, 0.69, 0.27, 0.35, 0.39, 0.45, 0.47, 0.43],
  "homo_lumo_gap_ev": [5.57, 5.80],
  "spin_multiplicity": 1,
  "charge": 3
}